{"formula": "C36H68BBrFIN3O29", "method": "wB97M-V/def2-TZVPD", "symbols": ["C", "C", "C", "Br", "C", "C", "F", "C", "C", "O", "C", "C", "B", "N", "O", "N", "N", "I", "H", "H", "H", "H", "H", "H", "H", "H", "H", "H", "H", "H", "H", "H", "C", "O", "C", "O", "O", "C", "H", "H", "H", "H", "H", "H", "C", "O", "C", "O", "O", "C", "H", "H", "H", "H", "H", "H", "C", "O", "C", "O", "O", "C", "H", "H", "H", "H", "H", "H", "C", "O", "C", "O", "O", "C", "H", "H", "H", "H", "H", "H", "C", "O", "C", "O", "O", "C", "H", "H", "H", "H", "H", "H", "C", "O", "C", "O", "O", "C", "H", "H", "H", "H", "H", "H", "C", "O", "C", "O", "O", "C", "H", "H", "H", "H", "H", "H", "C", "O", "C", "O", "O", "C", "H", "H", "H", "H", "H", "H", "C", "O", "C", "O", "O", "C", "H", "H", "H", "H", "H", "H"], "positions_angstrom": [[-2.91, 5.16, -3.16], [-2.92, 4.00, -4.16], [-2.12, 2.73, -3.82], [-2.03, 2.40, -1.90], [-0.73, 2.60, -4.37], [0.09, 3.69, -4.72], [-0.35, 4.91, -4.51], [1.35, 3.50, -5.24], [2.24, 4.65, -5.64], [2.31, 4.64, -7.05], [3.15, 5.69, -7.55], [1.76, 2.15, -5.41], [3.18, 1.75, -6.07], [3.30, 1.62, -7.50], [4.23, 1.51, -5.23], [1.01, 1.13, -5.04], [-0.20, 1.39, -4.54], [-1.16, -0.38, -4.07], [-1.95, 5.28, -2.64], [-3.08, 6.09, -3.71], [-3.73, 5.08, -2.45], [-2.62, 4.35, -5.15], [-3.96, 3.68, -4.29], [-2.71, 1.89, -4.20], [3.23, 4.51, -5.18], [1.83, 5.60, -5.27], [4.21, 5.45, -7.38], [2.97, 5.74, -8.62], [2.90, 6.64, -7.08], [3.55, 2.48, -7.97], [4.01, 0.93, -7.71], [4.04, 1.73, -4.31], [-2.10, -5.18, 1.44], [-1.87, -3.76, 1.52], [-1.31, -3.23, 0.44], [-0.98, -3.80, -0.56], [-1.19, -1.91, 0.66], [-0.61, -1.20, -0.43], [-2.57, -5.45, 2.38], [-2.77, -5.41, 0.62], [-1.16, -5.71, 1.32], [-1.20, -1.36, -1.33], [0.41, -1.54, -0.61], [-0.61, -0.15, -0.15], [6.82, 2.06, 1.12], [7.42, 1.44, -0.02], [6.55, 0.87, -0.86], [5.35, 0.85, -0.73], [7.24, 0.34, -1.87], [6.42, -0.33, -2.83], [7.64, 2.47, 1.70], [6.15, 2.86, 0.82], [6.28, 1.33, 1.72], [5.70, 0.35, -3.26], [5.91, -1.18, -2.38], [7.10, -0.68, -3.61], [-3.60, -1.78, 3.52], [-4.94, -2.30, 3.44], [-5.70, -1.73, 2.51], [-5.36, -0.85, 1.76], [-6.90, -2.30, 2.55], [-7.84, -1.78, 1.61], [-3.10, -2.34, 4.30], [-3.08, -1.92, 2.58], [-3.63, -0.72, 3.79], [-7.48, -1.93, 0.59], [-8.01, -0.72, 1.78], [-8.76, -2.34, 1.76], [-8.67, 6.52, -6.42], [-7.74, 5.68, -5.71], [-8.00, 4.38, -5.80], [-8.92, 3.88, -6.40], [-7.07, 3.71, -5.12], [-7.24, 2.29, -5.13], [-8.34, 7.53, -6.25], [-8.66, 6.29, -7.48], [-9.68, 6.39, -6.02], [-7.18, 1.91, -6.15], [-8.18, 2.00, -4.68], [-6.41, 1.89, -4.55], [1.13, -0.94, 5.18], [-0.19, -1.25, 5.66], [-0.43, -0.81, 6.89], [0.34, -0.21, 7.59], [-1.67, -1.16, 7.22], [-2.09, -0.74, 8.53], [1.19, -1.36, 4.18], [1.28, 0.13, 5.15], [1.89, -1.40, 5.81], [-2.06, 0.35, 8.61], [-1.45, -1.18, 9.29], [-3.11, -1.09, 8.64], [1.33, -2.82, 8.82], [2.01, -3.83, 9.56], [1.59, -5.08, 9.34], [0.68, -5.40, 8.61], [2.36, -5.90, 10.04], [2.04, -7.29, 9.89], [1.76, -1.88, 9.12], [1.47, -2.97, 7.75], [0.26, -2.82, 9.05], [2.15, -7.60, 8.85], [1.03, -7.49, 10.23], [2.75, -7.83, 10.51], [7.67, -1.36, 3.37], [6.46, -1.75, 4.03], [6.34, -1.27, 5.27], [7.14, -0.57, 5.83], [5.18, -1.69, 5.77], [4.92, -1.27, 7.11], [7.64, -1.82, 2.38], [7.71, -0.28, 3.27], [8.54, -1.72, 3.91], [4.89, -0.19, 7.18], [5.68, -1.67, 7.79], [3.95, -1.69, 7.37], [-6.98, 5.26, -13.20], [-6.47, 4.41, -12.17], [-7.01, 4.62, -10.97], [-7.84, 5.44, -10.70], [-6.46, 3.76, -10.11], [-6.97, 3.88, -8.78], [-6.46, 4.98, -14.11], [-8.05, 5.12, -13.33], [-6.78, 6.31, -12.97], [-8.03, 3.66, -8.75], [-6.77, 4.87, -8.39], [-6.44, 3.14, -8.18], [7.96, -8.81, 6.63], [6.61, -8.36, 6.53], [6.40, -7.14, 7.02], [7.24, -6.43, 7.51], [5.11, -6.84, 6.87], [4.75, -5.55, 7.37], [7.97, -9.81, 6.20], [8.63, -8.16, 6.07], [8.28, -8.86, 7.67], [5.29, -4.77, 6.84], [4.94, -5.48, 8.44], [3.69, -5.42, 7.19]], "lowdin_charge": [-0.1310, -0.2613, -0.6526, 0.7844, -0.2272, -0.1318, 0.1530, -0.0033, -0.1500, -0.1703, -0.0627, -0.0488, -0.5511, 0.1888, 0.1826, 0.0791, -0.4317, 1.1839, 0.0564, 0.0849, 0.0791, 0.1182, 0.1104, 0.0340, 0.1494, 0.1377, 0.0986, 0.1000, 0.0963, 0.0826, 0.0912, 0.1055, -0.0137, -0.0063, -0.6180, 0.1265, 0.0012, -0.0781, 0.0985, 0.1002, 0.1003, 0.0056, 0.1031, 0.0818, -0.0344, 0.0126, -0.6256, 0.1117, 0.0136, -0.0328, 0.0984, 0.0967, 0.0913, 0.0703, 0.1027, 0.1001, -0.0238, 0.0129, -0.6245, 0.1137, 0.0052, -0.0403, 0.0985, 0.0695, 0.1005, 0.0944, 0.0967, 0.0943, -0.0186, 0.0007, -0.6451, 0.1250, -0.0122, -0.0393, 0.0966, 0.0925, 0.1017, 0.0894, 0.1025, 0.0854, -0.0271, 0.0005, -0.6368, 0.1130, 0.0037, -0.0263, 0.0953, 0.1007, 0.0780, 0.1003, 0.0873, 0.0976, -0.0432, 0.0070, -0.6371, 0.1281, -0.0056, -0.0297, 0.0962, 0.0927, 0.0918, 0.0971, 0.0983, 0.0956, -0.0354, 0.0020, -0.6234, 0.1329, -0.0069, -0.0286, 0.0941, 0.0854, 0.1009, 0.1013, 0.1033, 0.0755, -0.0324, 0.0061, -0.6218, 0.1256, 0.0109, -0.0434, 0.0942, 0.0990, 0.0975, 0.0991, 0.0970, 0.0904, -0.0370, 0.0038, -0.6234, 0.1270, 0.0083, -0.0316, 0.0933, 0.0970, 0.0979, 0.0929, 0.1025, 0.0925], "homo_ev": -11.837, "charge": 1, "homo_lumo_gap_ev": 7.215}



{"formula": "C33H24AsAuBrF5N6O4S2", "method": "wB97M-V/def2-TZVPD", "symbols": ["Au", "Br", "C", "C", "C", "C", "C", "C", "N", "N", "C", "C", "C", "C", "O", "C", "N", "C", "C", "C", "C", "H", "H", "H", "H", "H", "H", "H", "H", "H", "C", "As", "C", "C", "S", "H", "H", "H", "H", "H", "H", "H", "H", "H", "F", "C", "C", "C", "F", "C", "F", "C", "F", "C", "F", "O", "S", "O", "O", "C", "N", "C", "C", "C", "N", "C", "C", "C", "N", "C", "C", "H", "H", "H", "H", "H", "H"], "positions_angstrom": [[-0.75, 0.22, -0.32], [1.11, -3.78, 6.56], [2.28, -4.02, 5.11], [2.74, -5.29, 4.81], [3.61, -5.46, 3.75], [3.97, -4.37, 2.96], [3.53, -3.09, 3.29], [2.68, -2.91, 4.37], [4.87, -4.64, 1.88], [4.86, -3.94, 0.86], [3.86, -3.23, 0.27], [4.21, -1.95, -0.22], [3.27, -1.12, -0.75], [1.89, -1.55, -0.91], [1.02, -0.76, -1.34], [1.57, -2.94, -0.55], [0.33, -3.34, -0.83], [-0.01, -4.58, -0.53], [0.89, -5.50, 0.01], [2.18, -5.10, 0.28], [2.54, -3.77, 0.03], [2.44, -6.14, 5.41], [4.01, -6.44, 3.50], [3.86, -2.23, 2.72], [2.35, -1.93, 4.64], [5.23, -1.62, -0.09], [3.51, -0.11, -1.03], [-1.03, -4.87, -0.74], [0.58, -6.52, 0.21], [2.91, -5.81, 0.66], [-0.95, -1.72, -3.77], [-2.54, -1.36, -2.76], [-3.05, 0.42, -3.26], [-3.90, -2.52, -3.47], [-2.49, -1.61, -0.66], [-1.12, -1.35, -4.77], [-0.75, -2.79, -3.78], [-0.11, -1.20, -3.31], [-3.41, 0.40, -4.29], [-2.19, 1.09, -3.17], [-3.84, 0.76, -2.59], [-3.94, -2.42, -4.55], [-4.85, -2.24, -3.02], [-3.66, -3.55, -3.20], [-1.77, 2.89, -1.60], [-2.60, 2.57, -0.58], [-2.32, 1.47, 0.21], [-3.21, 1.19, 1.23], [-3.00, 0.13, 2.03], [-4.34, 1.96, 1.46], [-5.18, 1.67, 2.45], [-4.59, 3.06, 0.65], [-5.67, 3.81, 0.85], [-3.71, 3.37, -0.38], [-3.95, 4.42, -1.17], [2.86, 8.35, 3.96], [1.72, 8.54, 3.08], [0.53, 7.80, 3.43], [1.50, 9.90, 2.61], [2.33, 7.68, 1.61], [3.21, 8.29, 0.82], [3.73, 7.58, -0.16], [3.38, 6.25, -0.41], [2.43, 5.73, 0.44], [1.91, 6.43, 1.44], [1.90, 4.34, 0.34], [2.12, 3.51, -0.75], [1.57, 2.25, -0.77], [0.83, 1.77, 0.23], [0.61, 2.56, 1.29], [1.13, 3.83, 1.39], [4.46, 8.08, -0.78], [3.84, 5.69, -1.20], [2.71, 3.85, -1.60], [1.71, 1.59, -1.61], [0.01, 2.14, 2.08], [0.94, 4.46, 2.25]], "lowdin_charge": [0.8774, 0.7901, -0.6863, -0.1088, -0.0166, -0.2605, -0.0073, -0.1015, 0.1243, 0.1095, -0.2092, 0.0050, 0.0344, -0.3091, -0.1339, -0.1432, 0.1202, -0.1129, -0.0205, 0.0097, -0.0856, 0.1070, 0.1206, 0.1190, 0.1101, 0.1280, 0.1158, 0.1087, 0.1127, 0.1163, -0.2351, 0.7148, -0.2421, -0.2554, 0.2364, 0.0448, 0.0404, 0.0131, 0.0465, 0.0302, 0.0447, 0.0444, 0.0447, 0.0382, 0.0484, -0.2626, -0.1906, -0.2749, 0.0475, -0.1417, 0.1260, -0.1312, 0.1352, -0.1450, 0.1265, -0.3549, 0.3847, -0.3691, -0.3524, -0.3375, 0.1352, -0.1170, -0.0029, -0.2304, 0.1573, -0.1099, 0.0061, -0.1438, -0.0508, -0.1141, 0.0317, 0.1088, 0.0958, 0.1097, 0.0954, 0.1137, 0.1280], "spin_multiplicity": 3, "homo_ev": [-6.917, -6.917], "homo_lumo_gap_ev": [4.585, 3.299], "e_above_lowest_kcal_mol": 26.5}



{"formula": "C5H6N4S", "method": "wB97M-V/def2-TZVPD", "symbols": ["C", "C", "C", "C", "C", "N", "N", "N", "N", "S", "H", "H", "H", "H", "H", "H"], "positions_angstrom": [[1.63, 1.91, 3.28], [1.00, 0.81, 3.78], [0.05, -0.42, 1.98], [0.54, 1.04, 0.07], [-0.62, -1.05, -0.27], [2.01, 2.83, 2.65], [0.65, -0.07, 4.52], [0.10, -1.11, 4.64], [0.04, -0.19, 0.68], [-0.39, -1.74, 2.79], [1.02, 1.64, 0.83], [1.42, 0.75, -0.56], [-0.20, 1.61, -0.48], [-1.67, -0.84, -0.22], [-0.05, -0.86, -1.11], [-0.50, -2.13, 0.23]], "lowdin_charge": [-0.2472, -0.1025, -0.4909, -0.0383, -0.0490, 0.1308, -0.1884, -0.1473, -0.3045, 0.9164, 0.0425, 0.1129, 0.0977, 0.0931, 0.0626, 0.1122], "homo_ev": -8.476, "homo_lumo_gap_ev": 8.221, "e_above_lowest_kcal_mol": 110.0}